Record 1
{"formula": "C19H26NO5P", "method": "the ωB97M-V functional and the def2-TZVPD basis", "elements": ["P", "O", "O", "O", "O", "O", "N", "C", "C", "C", "C", "C", "C", "C", "C", "C", "C", "C", "C", "C", "C", "C", "C", "C", "C", "C", "H", "H", "H", "H", "H", "H", "H", "H", "H", "H", "H", "H", "H", "H", "H", "H", "H", "H", "H", "H", "H", "H", "H", "H", "H", "H"], "xyz": [[0.2847, -1.2957, 0.5438], [-0.3859, -1.9947, 1.6478], [-4.7932, -0.6974, -0.5197], [-0.9174, 3.0491, 0.6868], [1.8935, -1.3777, 0.6561], [0.0871, -1.8935, -0.9370], [0.6707, 0.9560, -0.9027], [-4.1882, 1.5149, -0.0433], [-1.9086, 2.1655, 0.3693], [4.7995, 1.6244, -0.8700], [-3.7996, 0.1935, -0.2413], [2.8259, 0.7975, -1.9548], [-0.0518, 0.5063, 0.2594], [-1.2584, 4.4009, 0.8682], [2.0428, 1.1502, -0.8541], [-2.4500, -0.1288, -0.1476], [4.1858, 1.0328, -1.9615], [0.3615, -3.2750, -1.1516], [2.6662, 1.7691, 0.2302], [3.6246, -2.4782, 1.8940], [-4.4432, -2.0520, -0.6732], [-3.2562, 2.4890, 0.2575], [-1.5112, 0.8387, 0.1581], [2.5258, -1.4289, 1.9261], [4.0291, 1.9947, 0.2192], [-0.8285, -4.1467, -0.7847], [-3.5961, 3.5008, 0.4096], [-3.7963, -2.2009, -1.5443], [4.7736, 0.7440, -2.8213], [0.3473, 1.0140, 1.1444], [-0.5852, -5.1920, -0.9560], [-5.2342, 1.7638, -0.1233], [-3.9455, -2.4427, 0.2196], [4.3254, -2.2515, 1.0944], [1.2395, -3.5661, -0.5668], [4.1540, -2.4846, 2.8426], [-1.6930, -3.8810, -1.3889], [5.8650, 1.7990, -0.8699], [3.1981, -3.4628, 1.7189], [-2.1048, -1.1376, -0.2959], [-0.3213, 4.9130, 1.0818], [2.0821, 2.0912, 1.0794], [-1.9446, 4.5355, 1.7111], [2.9506, -0.4404, 2.1329], [0.3799, 0.4485, -1.7297], [2.3533, 0.3264, -2.8059], [-1.0732, -4.0015, 0.2639], [-5.3817, -2.5826, -0.8275], [0.5998, -3.3640, -2.2165], [4.4948, 2.4696, 1.0714], [1.7788, -1.6725, 2.6893], [-1.7037, 4.8283, -0.0357]], "forces_ev_per_a": [[1.001, 0.033, -0.265], [-0.242, 0.135, -0.038], [-0.083, 0.244, 0.030], [0.029, -0.353, -0.038], [-0.816, 0.063, -0.558], [-0.178, 0.756, 0.582], [-0.197, -0.063, -0.433], [0.003, -0.415, -0.078], [-0.039, -0.238, -0.056], [0.191, 0.032, 0.006], [0.006, 0.271, 0.018], [-0.142, -0.025, 0.041], [0.031, -0.624, 0.460], [-0.023, 0.206, 0.044], [0.510, 0.293, -0.146], [-0.306, -0.048, -0.029], [0.047, 0.006, 0.006], [0.047, -0.712, -0.201], [-0.183, -0.040, 0.030], [-0.315, 0.274, -0.120], [0.024, -0.157, -0.022], [0.240, 0.165, 0.056], [-0.069, 0.410, 0.116], [0.322, -0.112, 0.640], [0.080, -0.033, 0.008], [0.159, 0.291, -0.013], [-0.002, 0.109, 0.025], [0.006, -0.006, 0.028], [0.025, -0.021, -0.063], [-0.020, -0.128, -0.097], [0.005, -0.121, -0.035], [-0.130, 0.031, -0.007], [0.007, 0.000, -0.020], [0.110, -0.001, -0.047], [0.002, 0.044, -0.120], [0.085, -0.026, 0.102], [-0.094, -0.012, -0.075], [0.077, 0.022, -0.005], [-0.014, -0.111, 0.007], [-0.166, -0.150, -0.056], [-0.096, 0.020, -0.009], [-0.063, 0.044, 0.073], [0.014, -0.008, -0.044], [-0.073, -0.065, -0.017], [0.033, 0.084, 0.061], [-0.050, -0.062, -0.080], [-0.053, -0.060, 0.090], [0.102, -0.016, 0.003], [0.042, -0.001, 0.200], [0.016, 0.041, 0.056], [0.137, 0.062, -0.040], [0.002, -0.025, 0.029]], "mulliken_charge": [0.91, -0.97, -0.51, -0.33, -0.25, -0.32, -0.24, -0.89, 0.06, -0.54, 0.23, -0.45, 0.67, -1.01, 0.58, 0.21, -0.70, -0.18, -0.19, -1.39, -0.77, -0.63, -0.56, -0.18, -0.73, -1.06, 0.40, 0.29, 0.38, 0.43, 0.45, 0.45, 0.34, 0.30, 0.22, 0.42, 0.18, 0.41, 0.31, 0.56, 0.24, 0.45, 0.38, 0.23, 0.34, 0.35, 0.27, 0.29, 0.36, 0.39, 0.42, 0.40], "homo_lumo_gap_ev": 8.61, "energy_ha": -1511.980019, "e_lumo_ha": 0.0299, "homo_ev": -7.80, "smiles": "CCOP(=O)(OCC)[C@@H](Nc1ccccc1)c1cc(OC)ccc1OC", "largest_force_ev_per_a": 1.036}


Record 2
{"formula": "C19H27CuGeNSi", "method": "the ωB97M-V functional and the def2-TZVPD basis", "elements": ["Ge", "Cu", "Si", "N", "C", "C", "C", "C", "C", "C", "C", "C", "C", "C", "C", "C", "C", "C", "C", "C", "C", "C", "C", "H", "H", "H", "H", "H", "H", "H", "H", "H", "H", "H", "H", "H", "H", "H", "H", "H", "H", "H", "H", "H", "H", "H", "H", "H", "H", "H"], "xyz": [[-1.3029, 4.0962, 0.3345], [-0.3936, 1.0650, 0.2469], [1.8807, 0.7212, 0.4311], [-1.6948, -0.8430, 0.5108], [-2.6288, -1.1346, -0.0979], [-1.9702, 2.3120, 0.1088], [-4.5077, -0.0949, -1.2169], [-3.8355, -1.2679, -0.8635], [-0.1446, 4.5906, -1.1856], [-5.4936, -2.5973, -1.9728], [2.8931, 0.6317, 5.0748], [-5.6776, -0.1935, -1.9518], [1.8632, -0.3242, 3.1230], [3.3781, 1.6628, 4.2866], [-0.2468, 4.2674, 1.9917], [3.0742, 2.0327, -0.2865], [3.1113, 1.6861, 2.9229], [-6.1671, -1.4363, -2.3271], [2.6518, -0.9206, -0.2025], [2.3487, 0.6970, 2.2971], [-4.3216, -2.5202, -1.2393], [-2.6693, 5.5467, 0.4398], [2.1309, -0.3676, 4.4815], [0.6219, 3.6094, 1.9476], [-2.4638, 2.2310, -0.8710], [2.9812, 2.0466, -1.3755], [3.0991, 0.6078, 6.1386], [-2.7075, 2.0609, 0.8844], [3.5087, 2.5049, 2.3323], [-5.8776, -3.5644, -2.2700], [-3.3296, 5.3820, 1.2932], [0.8050, 4.0592, -1.1285], [0.0511, 5.6641, -1.2040], [2.1859, -1.7861, 0.2705], [2.8245, 3.0378, 0.0621], [3.7274, -0.9588, 0.0033], [-0.8446, 3.9610, 2.8522], [1.2413, -1.1007, 2.6871], [-2.2076, 6.5303, 0.5498], [0.0902, 5.2927, 2.1557], [1.7353, -1.1790, 5.0828], [4.1209, 1.8343, -0.0375], [-0.6249, 4.3126, -2.1253], [-3.2835, 5.5562, -0.4627], [2.5054, -1.0222, -1.2799], [-7.0830, -1.5014, -2.9007], [-3.7810, -3.4121, -0.9545], [3.9687, 2.4561, 4.7323], [-6.2049, 0.7086, -2.2333], [-4.0926, 0.8588, -0.9175]], "forces_ev_per_a": [[0.064, 0.006, 0.019], [0.320, 0.451, -0.074], [-0.212, -0.183, 0.014], [-0.216, -0.486, -0.055], [0.197, 0.241, 0.194], [-0.180, -0.096, -0.012], [0.014, -0.232, -0.024], [-0.019, -0.018, -0.038], [-0.052, 0.004, 0.042], [0.041, -0.019, 0.006], [-0.004, -0.020, 0.040], [0.032, 0.085, 0.017], [-0.052, -0.036, -0.062], [0.035, 0.040, 0.030], [-0.049, -0.015, -0.047], [-0.068, 0.000, -0.009], [0.019, 0.041, -0.076], [-0.087, -0.032, -0.038], [0.163, 0.135, 0.109], [0.088, -0.026, -0.027], [0.004, 0.193, 0.021], [0.018, -0.073, -0.015], [-0.004, -0.031, 0.043], [0.023, -0.017, -0.017], [0.018, 0.069, -0.003], [0.008, -0.004, -0.037], [-0.001, 0.002, 0.002], [-0.037, 0.062, -0.015], [0.001, 0.002, -0.011], [-0.019, 0.010, -0.007], [-0.020, -0.011, 0.026], [0.020, -0.041, 0.024], [0.022, 0.038, 0.007], [-0.055, -0.046, 0.045], [-0.007, 0.033, 0.019], [0.014, -0.045, -0.023], [-0.023, 0.001, 0.014], [-0.009, -0.009, -0.013], [0.039, 0.022, 0.005], [0.011, 0.031, -0.010], [0.006, 0.005, 0.015], [0.057, -0.023, 0.017], [-0.028, 0.000, -0.026], [-0.017, -0.004, -0.030], [-0.017, 0.017, -0.057], [-0.004, -0.003, -0.007], [0.009, -0.007, 0.002], [-0.001, -0.005, 0.013], [-0.017, -0.012, -0.010], [-0.021, 0.009, 0.020]], "mulliken_charge": [0.43, -0.83, 0.73, -0.47, 0.17, -0.54, -0.15, 0.54, -1.04, -0.45, -0.33, -0.57, -0.35, -0.66, -1.02, -1.28, 0.20, -0.37, -1.31, 0.04, -0.49, -1.31, -0.63, 0.15, 0.12, 0.33, 0.34, 0.45, 0.24, 0.37, 0.35, 0.19, 0.36, 0.30, 0.27, 0.34, 0.33, 0.22, 0.36, 0.36, 0.34, 0.40, 0.34, 0.35, 0.35, 0.36, 0.45, 0.34, 0.39, 0.27], "homo_lumo_gap_ev": 5.81, "energy_ha": -4801.857159, "e_lumo_ha": 0.0925, "homo_ev": -3.29, "total_charge": -1, "largest_force_ev_per_a": 0.557}


Record 3
{"formula": "C19H27FN4O4S", "method": "the ωB97M-V functional and the def2-TZVPD basis", "elements": ["S", "F", "O", "O", "O", "O", "N", "N", "N", "N", "C", "C", "C", "C", "C", "C", "C", "C", "C", "C", "C", "C", "C", "C", "C", "C", "C", "C", "C", "H", "H", "H", "H", "H", "H", "H", "H", "H", "H", "H", "H", "H", "H", "H", "H", "H", "H", "H", "H", "H", "H", "H", "H", "H", "H", "H"], "xyz": [[4.8501, -0.0540, -2.3029], [1.4415, -8.0458, -0.9586], [5.2487, 1.2559, -2.7280], [4.4691, -1.0666, -3.2409], [-0.4096, 0.3576, 0.9494], [-0.7573, -6.0716, -2.8377], [1.1792, -5.3760, -1.8919], [-0.3525, -1.7402, 0.1002], [3.4901, 0.9542, -0.1296], [6.1045, -0.5948, -1.3730], [2.0460, -5.3453, -0.7135], [-2.4438, -9.6769, -0.9695], [1.2907, -5.0876, 0.5942], [4.5108, 1.9226, 0.2363], [-0.8534, -8.2758, -1.0117], [-1.7994, -1.8626, 0.1823], [0.1784, -6.2811, -2.0784], [0.2175, -7.5712, -1.3259], [-1.0200, -9.6222, -0.3499], [0.0953, -4.1424, 0.4489], [0.1985, -0.5118, 0.3384], [-2.3245, -8.1703, -1.3316], [1.0326, -4.1008, -2.5916], [0.0781, -3.1347, -1.8958], [1.5859, -0.2145, -0.1167], [0.3839, -2.8955, -0.4094], [2.3766, -0.6622, -1.2040], [3.5376, 0.0678, -1.1798], [2.3077, 0.7895, 0.5002], [6.1725, -1.6045, -1.3708], [-1.0404, -9.5416, 0.7388], [0.9388, -6.0357, 1.0074], [5.4556, 1.4163, 0.4251], [-2.0844, -2.7250, 0.7853], [-0.7534, -4.6887, 0.0266], [-2.4722, -10.3029, -1.8595], [-0.9356, -3.5276, -1.9990], [-3.2571, -9.9643, -0.3071], [2.7566, -4.5388, -0.8966], [-2.2373, -1.9746, -0.8124], [-2.8498, -7.5280, -0.6213], [-0.3076, -10.3968, -0.6288], [0.1049, -2.1787, -2.4266], [1.4409, -2.6641, -0.2866], [4.6478, 2.6483, -0.5621], [2.0264, 1.3952, 1.3452], [2.1449, -1.3956, -1.9555], [6.9677, -0.1443, -1.6501], [-2.1933, -0.9657, 0.6480], [0.6706, -4.3009, -3.5975], [2.0015, -4.6794, 1.3184], [-2.5767, -7.8579, -2.3402], [-0.2080, -3.8192, 1.4464], [2.6297, -6.2578, -0.6403], [4.1853, 2.4280, 1.1414], [2.0335, -3.6704, -2.6770]], "forces_ev_per_a": [[0.006, -0.014, -0.031], [-0.011, -0.019, 0.003], [0.008, 0.001, -0.006], [-0.004, 0.010, -0.006], [-0.060, 0.060, -0.152], [-0.031, 0.017, 0.027], [-0.028, -0.017, 0.004], [-0.054, 0.072, -0.280], [-0.004, 0.008, -0.012], [-0.023, 0.017, 0.058], [0.030, 0.019, 0.013], [0.015, -0.014, -0.041], [0.007, -0.013, 0.003], [-0.001, 0.007, 0.002], [0.031, -0.026, -0.032], [-0.005, -0.027, 0.150], [0.068, -0.060, -0.033], [-0.033, 0.064, 0.014], [-0.032, 0.001, 0.028], [-0.006, 0.001, -0.010], [0.080, -0.103, 0.249], [-0.021, 0.003, 0.036], [0.026, 0.004, -0.028], [-0.006, -0.001, -0.013], [0.009, 0.051, 0.018], [0.014, -0.026, -0.022], [-0.040, -0.036, 0.027], [-0.003, 0.017, 0.021], [0.012, -0.047, 0.017], [0.013, -0.001, -0.017], [0.012, 0.000, -0.001], [-0.002, 0.003, -0.001], [0.000, -0.003, 0.003], [-0.003, 0.005, 0.004], [-0.004, 0.010, -0.002], [-0.007, -0.004, 0.005], [-0.005, 0.008, 0.018], [0.005, 0.011, 0.012], [-0.015, 0.011, 0.010], [0.008, -0.007, -0.002], [0.004, 0.010, -0.011], [-0.002, 0.001, -0.013], [0.002, -0.009, -0.002], [0.017, 0.032, 0.010], [0.001, -0.008, -0.005], [0.007, 0.003, 0.002], [0.020, -0.011, -0.002], [0.002, -0.010, -0.020], [0.004, 0.000, -0.002], [-0.008, -0.015, 0.007], [0.000, 0.003, -0.002], [0.009, -0.009, -0.006], [0.015, -0.001, 0.004], [-0.007, 0.007, -0.009], [0.004, 0.002, 0.000], [-0.011, 0.019, 0.013]], "mulliken_charge": [1.20, -0.42, -0.67, -0.64, -0.74, -0.66, 0.20, 0.17, 0.17, -0.56, -1.24, -0.51, -0.75, -0.94, 0.44, -1.09, 0.74, -0.07, -0.58, -1.15, 0.40, -0.53, -1.39, -0.86, 0.29, 0.04, 1.13, -1.75, -0.52, 0.26, 0.22, 0.40, 0.31, 0.29, 0.27, 0.27, 0.56, 0.28, 0.49, 0.34, 0.22, 0.31, 0.45, 0.48, 0.33, 0.47, 0.62, 0.29, 0.42, 0.37, 0.49, 0.30, 0.50, 0.38, 0.36, 0.64], "homo_lumo_gap_ev": 9.39, "energy_ha": -1758.215412, "e_lumo_ha": 0.0135, "homo_ev": -9.02, "smiles": "CN(C(=O)c1cc(S(N)(=O)=O)n(C)c1)[C@H]1CCCN(C(=O)C(F)=C2CCC2)CC1", "largest_force_ev_per_a": 0.294}


Record 4
{"formula": "C19H27FN4O4S", "method": "the ωB97M-V functional and the def2-TZVPD basis", "elements": ["S", "F", "O", "O", "O", "O", "N", "N", "N", "N", "C", "C", "C", "C", "C", "C", "C", "C", "C", "C", "C", "C", "C", "C", "C", "C", "C", "C", "C", "H", "H", "H", "H", "H", "H", "H", "H", "H", "H", "H", "H", "H", "H", "H", "H", "H", "H", "H", "H", "H", "H", "H", "H", "H", "H", "H"], "xyz": [[0.3746, 4.7176, 4.7638], [1.0480, -4.9522, -2.3779], [1.6142, 2.5304, -0.9401], [0.1465, 3.4700, 5.4255], [-1.3964, -2.5488, -3.1676], [1.3993, 5.6190, 5.2043], [0.8002, -2.1454, -2.7908], [0.3490, 1.0443, 0.2503], [-1.0054, 5.6264, 4.7558], [0.8871, 5.2695, 2.1165], [-1.3148, -6.5342, -1.5038], [0.9600, 2.2699, 0.0565], [0.7526, -0.0053, -0.7004], [1.0162, 4.6202, 0.9396], [0.5982, 4.3366, 3.0879], [1.6996, -2.3906, -0.4656], [1.0392, 6.7031, 2.3074], [-2.8538, -6.4151, -1.6792], [0.5698, -0.7449, -3.1508], [-0.2973, -2.9517, -2.8085], [-0.1832, -4.3681, -2.3525], [-1.0599, 1.0126, 0.6296], [-0.0283, 0.0834, -2.0189], [0.6268, -1.3853, -0.0353], [0.5479, 3.0912, 2.5149], [-1.2080, -5.0932, -1.9421], [-2.6995, -4.8793, -1.8604], [0.8068, 3.2704, 1.1355], [1.9885, -2.3840, -1.9683], [-0.7906, -7.2664, -2.1165], [-1.8395, 5.0621, 4.8590], [1.5333, -0.3307, -3.4532], [-1.0108, -6.6728, -0.4645], [1.3902, -3.3908, -0.1534], [-0.0519, 1.1262, -2.3417], [-1.2979, 0.0568, 1.0952], [2.4880, -3.3006, -2.2657], [0.3732, 2.1717, 3.0476], [-1.7115, 1.1486, -0.2380], [1.8581, 6.9076, 2.9927], [2.6371, -2.1801, 0.0562], [-2.9866, -4.3110, -0.9734], [1.2599, 5.1444, 0.0304], [1.8051, 0.1967, -0.9101], [-3.4628, -6.7496, -0.8424], [-1.2779, 1.8024, 1.3416], [-0.3636, -1.8020, -0.2438], [1.2482, 7.1501, 1.3394], [-3.2035, -6.9031, -2.5870], [2.6721, -1.5693, -2.2049], [0.1214, 7.1260, 2.7122], [-0.0953, -0.7174, -4.0106], [-3.1595, -4.4178, -2.7291], [-0.9453, 6.3607, 5.4504], [-1.0574, -0.2482, -1.8638], [0.6899, -1.2597, 1.0478]], "forces_ev_per_a": [[0.034, -0.009, 0.039], [0.012, 0.014, -0.004], [0.267, -0.105, 0.147], [-0.021, -0.012, 0.000], [-0.005, -0.006, -0.029], [0.004, 0.014, -0.019], [-0.046, -0.023, -0.003], [0.046, -0.077, -0.293], [-0.030, 0.021, -0.034], [-0.020, 0.000, 0.000], [0.004, -0.011, 0.021], [-0.359, 0.184, -0.104], [-0.002, -0.039, -0.035], [0.010, 0.006, -0.002], [0.022, 0.003, -0.023], [0.001, -0.011, 0.020], [-0.004, -0.006, -0.006], [-0.001, -0.001, -0.027], [0.024, 0.018, -0.006], [0.031, 0.026, 0.060], [-0.019, -0.013, -0.004], [0.042, 0.024, 0.245], [-0.011, 0.013, -0.009], [-0.012, 0.004, 0.001], [-0.017, 0.012, -0.008], [0.000, -0.005, -0.024], [0.005, 0.002, 0.035], [0.013, -0.009, 0.034], [0.023, 0.011, -0.009], [-0.004, 0.007, -0.009], [0.009, -0.013, 0.017], [-0.001, -0.001, 0.007], [0.004, -0.001, -0.003], [-0.001, 0.006, -0.004], [0.003, 0.000, -0.005], [0.002, -0.003, 0.006], [-0.012, -0.018, -0.002], [-0.007, 0.001, -0.004], [0.002, -0.003, 0.008], [0.003, -0.004, 0.003], [0.001, 0.006, -0.004], [-0.003, 0.012, -0.011], [0.002, 0.000, 0.001], [-0.001, 0.006, 0.017], [0.006, 0.006, 0.008], [-0.001, -0.005, -0.002], [-0.003, 0.012, -0.007], [-0.003, 0.006, 0.003], [-0.001, -0.001, 0.001], [-0.006, 0.000, 0.003], [0.001, 0.000, -0.005], [-0.010, -0.013, 0.004], [0.003, -0.004, -0.008], [0.007, -0.009, 0.012], [0.010, -0.009, 0.008], [0.009, -0.003, 0.000]], "mulliken_charge": [1.23, -0.42, -0.67, -0.65, -0.67, -0.66, 0.23, 0.21, -0.55, 0.21, -0.61, 0.19, -0.14, -0.60, -1.13, -0.74, -0.93, -0.48, -1.75, 0.65, 0.00, -1.15, -0.15, -0.91, 0.43, 0.47, -0.54, 0.08, -1.19, 0.30, 0.26, 0.53, 0.23, 0.37, 0.42, 0.29, 0.37, 0.73, 0.28, 0.33, 0.48, 0.23, 0.46, 0.53, 0.27, 0.63, 0.31, 0.35, 0.27, 0.51, 0.31, 0.41, 0.28, 0.28, 0.36, 0.46], "homo_lumo_gap_ev": 9.58, "energy_ha": -1758.214030, "e_lumo_ha": 0.0178, "homo_ev": -9.09, "smiles": "CN(C(=O)c1cc(S(N)(=O)=O)n(C)c1)[C@H]1CCCN(C(=O)C(F)=C2CCC2)CC1", "largest_force_ev_per_a": 0.417}